DFT (wB97M-V/def2-TZVPD) results for a structure of composition C13H15F5N3O3PSSe3Te2Ti at a distorted geometry.

Each line ends with the Löwdin charge.
CARTESIAN COORDINATES (ANGSTROEM)
Ti 0.79 2.34 -1.93  -0.217
Se 2.75 1.12 -2.81  -0.117
Te 5.67 5.46 -2.88  -0.451
Te 3.38 3.72 -2.46  0.030
Se 0.99 4.24 -3.39  -0.024
C -3.17 0.67 -2.06  -0.137
S -1.89 1.87 -2.35  0.370
O -2.53 2.99 -2.97  -0.307
O -0.83 1.18 -3.12  -0.437
O -1.28 2.12 -1.01  -0.456
H -3.84 0.68 -2.91  0.060
H -3.70 0.98 -1.16  0.066
H -2.73 -0.31 -1.93  0.036
C -0.82 -3.26 -0.34  -0.214
N -0.61 -2.52 0.90  -0.149
C 0.71 -2.89 1.43  -0.202
N 1.81 -2.70 0.49  -0.153
C 1.51 -3.43 -0.73  -0.206
N 0.22 -3.10 -1.34  -0.156
C 0.24 -1.72 -1.85  -0.323
P 0.56 -0.43 -0.56  0.972
C -0.68 -1.07 0.66  -0.303
C 2.02 -1.27 0.21  -0.311
H -1.78 -2.96 -0.77  0.119
H -0.88 -4.33 -0.08  0.116
H 0.67 -3.95 1.69  0.116
H 0.90 -2.31 2.33  0.123
H 1.50 -4.50 -0.49  0.116
H 2.30 -3.24 -1.46  0.126
H -0.72 -1.50 -2.33  0.072
H 1.00 -1.62 -2.63  0.077
H -1.69 -0.81 0.32  0.081
H -0.53 -0.55 1.61  0.068
H 2.26 -0.76 1.14  0.074
H 2.88 -1.14 -0.45  0.072
F -2.13 0.93 4.69  0.094
C -1.29 1.40 3.76  -0.155
C 0.01 0.93 3.69  -0.175
F 0.43 0.00 4.56  0.089
C 0.86 1.43 2.71  -0.287
F 2.11 0.93 2.73  0.051
C 0.48 2.37 1.77  -0.455
Se 1.76 3.03 0.40  0.533
C -0.81 2.86 1.91  -0.262
F -1.26 3.88 1.16  0.084
C -1.70 2.38 2.87  -0.145
F -2.94 2.87 2.96  0.095

Energy relative to the best compared isomer or geometry (same formula, charge and spin), kJ/mol: 65.3
E_HOMO (alpha / beta), eV: -0.928 / -1.134
E_LUMO (alpha / beta), eV: 3.976 / 3.976
Spin multiplicity: 3
Molar mass, g mol⁻¹: 959.26
Frontier orbital gap (alpha / beta), eV: 4.90 / 5.11
Net charge: -2



DFT (wB97M-V/def2-TZVPD) results for an isolated molecule of C5H9NO.

Each line ends with the Löwdin charge.
CARTESIAN COORDINATES (ANGSTROEM)
C 2.07 -0.15 0.06  -0.063
C 0.66 0.44 0.13  -0.348
C -0.38 -0.53 -0.43  -0.236
N -1.72 -0.06 -0.09  -0.024
C -2.61 -0.11 -0.97  -0.046
C 0.34 0.76 1.58  -0.260
O 0.54 1.83 2.09  0.058
H 2.15 -1.06 0.67  0.084
H 2.81 0.57 0.44  0.085
H 2.34 -0.41 -0.97  0.081
H 0.62 1.39 -0.42  0.146
H -0.24 -0.69 -1.51  0.118
H -0.25 -1.51 0.06  0.126
H -0.05 -0.10 2.17  0.132
H -3.62 0.23 -0.73  0.069
H -2.44 -0.48 -2.00  0.076

Energy relative to the best compared isomer or geometry (same formula, charge and spin), kJ/mol: 170.1
E_HOMO, eV: -9.527
SMILES string: C=NC[C@H](C)C=O
E_LUMO, eV: 0.971
Molar mass, g mol⁻¹: 99.13
Frontier orbital gap, eV: 10.50



DFT (wB97M-V/def2-TZVPD) results for a structure of composition C17H20F6N2OPb at a distorted geometry.

Each line ends with the Löwdin charge.
CARTESIAN COORDINATES (ANGSTROEM)
C 0.16 -3.24 -0.29  -0.283
C 1.30 -2.75 -2.73  -0.302
H 0.73 -3.45 0.72  0.024
H 0.45 -4.22 -1.10  0.056
H -0.98 -3.37 -0.09  0.007
H 2.40 -2.73 -2.87  -0.010
H 0.98 -3.89 -2.44  0.031
H 0.74 -2.35 -3.57  -0.034
C 1.33 -0.13 2.36  -0.127
C 1.47 0.55 3.59  -0.037
C 1.80 1.90 3.56  -0.059
C 1.92 2.51 2.32  -0.011
H 1.03 -1.20 2.33  0.114
H 1.31 0.00 4.49  0.098
H 1.94 2.46 4.45  0.104
H 2.13 3.59 2.20  0.107
N 1.55 0.41 1.16  0.090
C 1.78 1.76 1.13  -0.179
C 1.85 2.39 -0.23  -0.208
N 1.43 1.61 -1.24  0.080
C 1.38 2.13 -2.46  -0.119
C 2.27 4.24 -1.70  -0.047
C 1.79 3.44 -2.75  -0.043
H 0.99 1.46 -3.24  0.092
H 1.72 3.79 -3.81  0.119
C 2.30 3.70 -0.42  -0.007
H 2.66 4.24 0.42  0.091
H 2.62 5.25 -1.89  0.111
Pb 0.54 -1.31 -1.25  1.394
C -0.84 -0.56 -2.78  -0.248
H -0.22 -0.25 -3.63  -0.017
H -1.08 0.34 -2.16  -0.008
H -1.70 -1.14 -3.11  0.023
C -2.54 -2.37 1.73  0.002
C -2.22 -1.13 0.87  -0.495
O -1.00 -1.21 0.38  -0.341
C -3.33 -1.05 -0.26  -0.493
F -4.59 -1.24 0.26  0.112
F -3.35 0.15 -0.91  0.125
F -3.13 -2.02 -1.17  0.131
C -2.42 0.14 1.84  -0.490
F -3.66 0.20 2.36  0.134
F -1.55 0.03 2.90  0.101
F -2.15 1.33 1.25  0.135
H -2.50 -3.27 1.09  0.083
H -3.54 -2.27 2.19  0.094
H -1.77 -2.46 2.51  0.099

Energy relative to the best compared isomer or geometry (same formula, charge and spin), kJ/mol: 97.5
E_HOMO (alpha / beta), eV: -7.636 / -7.639
E_LUMO (alpha / beta), eV: -1.476 / -1.477
Molar mass, g mol⁻¹: 589.55
Frontier orbital gap (alpha / beta), eV: 6.16 / 6.16



DFT (wB97M-V/def2-TZVPD) results for a structure of composition C26H30BF5MoN5O4S at a distorted geometry.

Each line ends with the Löwdin charge.
CARTESIAN COORDINATES (ANGSTROEM)
Mo -0.05 -0.19 0.44  1.234
F -3.11 -6.67 -1.75  0.151
C -2.83 -5.40 -1.47  -0.131
C -3.84 -4.53 -1.11  -0.137
F -5.09 -4.97 -1.04  0.145
C -3.54 -3.21 -0.82  -0.242
F -4.54 -2.40 -0.48  0.102
C -2.24 -2.73 -0.87  -0.461
S -1.95 -1.02 -0.57  0.759
C -1.25 -3.63 -1.25  -0.229
F 0.03 -3.23 -1.36  0.057
C -1.53 -4.95 -1.54  -0.142
F -0.55 -5.78 -1.90  0.136
C -0.85 2.96 -3.90  0.017
N -1.08 2.82 -2.46  -0.027
C -1.91 3.64 -1.78  -0.004
C -2.14 3.52 -0.45  0.057
C -1.51 2.43 0.19  -0.326
O -1.71 2.20 1.45  0.210
N -0.70 1.60 -0.47  -0.005
C -0.41 1.78 -1.82  -0.512
O 0.39 1.08 -2.40  0.052
H -1.32 3.88 -4.23  0.096
H -1.29 2.11 -4.43  0.108
H 0.21 2.98 -4.10  0.099
H -2.38 4.42 -2.37  0.144
H -2.79 4.18 0.09  0.134
C 0.99 1.01 8.38  -0.039
C 1.56 0.02 7.35  -0.561
C 1.65 -1.37 7.98  -0.050
C 2.98 0.47 6.98  -0.067
C 0.63 0.00 6.13  -0.162
C -0.65 -0.56 6.24  -0.017
C -1.57 -0.55 5.20  0.037
C -1.19 0.05 4.03  -0.199
O -1.92 0.25 2.88  0.168
B -1.08 0.99 2.01  -0.860
O 0.23 1.13 2.63  0.096
C 0.07 0.59 3.90  -0.199
C 1.00 0.59 4.92  0.045
H 1.64 1.04 9.27  0.089
H -0.01 0.71 8.70  0.084
H 0.93 2.01 7.96  0.092
H 2.41 -1.38 8.76  0.088
H 1.93 -2.12 7.23  0.090
H 0.71 -1.68 8.43  0.078
H 3.60 0.47 7.87  0.089
H 2.99 1.49 6.58  0.082
H 3.43 -0.20 6.24  0.085
H -0.94 -1.02 7.18  0.113
H -2.56 -0.97 5.32  0.129
H 1.97 1.04 4.76  0.114
C 3.23 -1.12 2.55  -0.014
N 2.80 -1.52 1.19  -0.168
C 1.52 -2.19 1.16  -0.072
C 2.94 -0.46 0.28  -0.399
N 1.92 0.37 0.11  0.016
N 4.11 -0.32 -0.33  -0.107
C 4.28 0.76 -1.30  -0.009
C 5.23 -1.24 -0.15  -0.009
H 2.56 -0.38 2.98  0.072
H 4.24 -0.72 2.51  0.097
H 3.24 -2.01 3.18  0.103
H 1.50 -2.94 1.95  0.121
H 1.35 -2.69 0.21  0.088
H 0.62 -1.58 1.46  0.022
H 2.09 1.12 -0.53  0.059
H 3.46 0.77 -2.02  0.097
H 5.21 0.59 -1.84  0.098
H 4.35 1.73 -0.80  0.107
H 4.95 -2.05 0.51  0.087
H 6.08 -0.70 0.28  0.102
H 5.52 -1.65 -1.11  0.100

E_HOMO (alpha / beta), eV: -10.295 / -10.334
E_LUMO (alpha / beta), eV: -3.257 / -3.578
Spin multiplicity: 3
Molar mass, g mol⁻¹: 710.37
Frontier orbital gap (alpha / beta), eV: 7.04 / 6.76
Net charge: +1



DFT (wB97M-V/def2-TZVPD) results for a structure of composition C2H4Cl3N2 at a distorted geometry.

Each line ends with the Löwdin charge.
CARTESIAN COORDINATES (ANGSTROEM)
C 0.84 0.07 0.41  -0.159
C -1.58 0.36 0.20  -1.222
N 2.01 -0.28 -0.06  0.220
N -0.25 0.28 -0.26  -0.108
Cl -2.54 1.24 -0.99  0.703
Cl -2.11 0.48 1.81  0.786
Cl -1.74 -1.81 -0.82  0.163
H 0.72 -0.16 1.42  0.142
H 2.64 -0.72 0.60  0.154
H 2.20 -0.11 -1.10  0.192
H -0.20 0.65 -1.19  0.128

Energy relative to the best compared isomer or geometry (same formula, charge and spin), kJ/mol: 183.7
E_HOMO (alpha / beta), eV: -14.067 / -14.065
E_LUMO (alpha / beta), eV: -6.078 / -6.078
Molar mass, g mol⁻¹: 162.43
Frontier orbital gap (alpha / beta), eV: 7.99 / 7.99
Net charge: +1



DFT (wB97M-V/def2-TZVPD) results for a structure of composition C6H11NO at a distorted geometry.

Each line ends with the Löwdin charge.
CARTESIAN COORDINATES (ANGSTROEM)
C -1.24 0.64 1.69  -0.037
C -0.23 0.06 0.73  -0.589
C 2.07 0.38 0.88  -0.025
N 0.94 0.90 0.65  0.030
O -0.10 -1.24 0.81  -0.062
H -2.16 0.06 1.67  0.085
H -1.44 1.69 1.48  0.081
H -0.81 0.57 2.70  0.091
H 2.22 -0.68 1.10  0.084
H 2.96 1.01 0.81  0.070
C -1.21 0.52 -0.97  -0.030
C 0.55 -0.50 -1.99  0.000
C 0.73 -1.66 -1.57  -0.024
H 0.75 0.40 -2.53  0.075
H -2.10 0.09 -0.54  0.047
H -1.15 1.60 -0.84  0.047
H -1.33 0.33 -2.04  0.028
H 1.30 -2.53 -1.82  0.070
H 0.23 -1.64 -0.22  0.059

Energy relative to the best compared isomer or geometry (same formula, charge and spin), kJ/mol: 653.7
E_HOMO, eV: -8.931
E_LUMO, eV: 0.550
Molar mass, g mol⁻¹: 113.16
Frontier orbital gap, eV: 9.48



DFT (wB97M-V/def2-TZVPD) results for a cluster of 10 separate species, C27H72NO11 in total at a distorted geometry.

Each line ends with the Löwdin charge.
CARTESIAN COORDINATES (ANGSTROEM)
C -1.72 -3.60 -0.61  -0.008
C -1.90 -2.37 -1.52  -0.455
C -3.10 -2.65 -2.42  -0.034
C -0.65 -2.20 -2.41  -0.089
C -0.60 -0.81 -3.01  -0.337
O 0.51 -0.77 -3.91  -0.037
C -0.37 0.19 -1.88  -0.059
C -0.98 -0.23 -0.52  -0.453
C -1.46 1.03 0.22  -0.037
C 0.06 -0.89 0.41  -0.005
N -2.15 -1.13 -0.72  -0.099
O -3.24 -0.51 -0.99  -0.032
H -1.35 -3.33 0.37  0.051
H -1.05 -4.32 -1.07  0.088
H -2.68 -4.09 -0.46  0.083
H -3.99 -2.84 -1.82  0.084
H -3.30 -1.85 -3.13  0.078
H -2.88 -3.55 -2.99  0.097
H 0.29 -2.41 -1.89  0.119
H -0.75 -2.93 -3.21  0.128
H -1.51 -0.60 -3.57  0.150
H 0.57 0.11 -4.30  0.058
H 0.71 0.18 -1.74  0.107
H -0.66 1.20 -2.16  0.126
H -0.56 1.55 0.56  0.073
H -2.09 0.77 1.07  0.088
H -1.99 1.69 -0.46  0.079
H 1.02 -0.39 0.29  0.093
H -0.25 -0.72 1.44  0.069
H 0.16 -1.96 0.26  0.067
C 2.23 -3.77 -4.46  -0.091
C 2.53 -4.55 -3.20  -0.323
O 2.55 -5.96 -3.42  -0.083
H 1.27 -4.07 -4.88  0.077
H 2.20 -2.70 -4.26  0.058
H 2.99 -3.96 -5.22  0.071
H 1.76 -4.38 -2.45  0.095
H 3.49 -4.24 -2.77  0.109
H 3.23 -6.15 -4.07  0.075
C 1.52 4.41 3.55  -0.091
C 1.04 3.58 2.37  -0.312
O 0.22 2.49 2.79  -0.097
H 2.07 3.79 4.25  0.072
H 2.16 5.23 3.22  0.074
H 0.67 4.85 4.08  0.068
H 1.89 3.14 1.86  0.113
H 0.50 4.20 1.66  0.098
H -0.55 2.86 3.24  0.080
C 3.09 3.12 -3.34  -0.079
C 2.60 1.76 -3.82  -0.305
O 1.67 1.87 -4.90  -0.087
H 2.25 3.74 -3.03  0.079
H 3.76 2.99 -2.49  0.052
H 3.62 3.65 -4.14  0.076
H 2.07 1.25 -3.02  0.086
H 3.44 1.14 -4.12  0.116
H 2.11 2.32 -5.63  0.085
C 7.26 0.30 -0.87  -0.094
C 5.80 0.72 -0.88  -0.315
O 5.63 2.05 -1.39  -0.098
H 7.84 0.99 -0.26  0.074
H 7.37 -0.70 -0.46  0.074
H 7.68 0.31 -1.87  0.071
H 5.40 0.72 0.12  0.089
H 5.21 0.02 -1.49  0.109
H 5.98 2.06 -2.29  0.075
C -7.38 -0.19 -1.99  -0.091
C -6.10 -0.26 -2.79  -0.318
O -6.18 -1.22 -3.84  -0.088
H -7.62 -1.16 -1.56  0.070
H -7.29 0.54 -1.18  0.072
H -8.22 0.11 -2.62  0.069
H -5.27 -0.57 -2.16  0.075
H -5.85 0.72 -3.21  0.111
H -6.90 -0.97 -4.43  0.074
C -1.47 -2.85 3.59  -0.097
C -0.12 -2.93 4.27  -0.313
O 0.78 -1.98 3.69  -0.093
H -1.35 -3.04 2.52  0.052
H -2.17 -3.59 3.99  0.072
H -1.92 -1.86 3.71  0.074
H 0.34 -3.91 4.12  0.110
H -0.20 -2.76 5.34  0.107
H 0.40 -1.11 3.81  0.071
C -6.69 -3.09 2.24  -0.089
C -5.54 -2.68 3.14  -0.317
O -4.28 -2.75 2.47  -0.096
H -6.53 -4.11 1.87  0.076
H -7.64 -3.06 2.78  0.073
H -6.76 -2.43 1.37  0.066
H -5.46 -3.35 3.99  0.111
H -5.70 -1.67 3.52  0.109
H -4.31 -2.16 1.71  0.079
C -1.54 7.91 3.28  -0.091
C -0.27 7.72 2.47  -0.320
O -0.44 6.78 1.42  -0.088
H -1.86 6.96 3.70  0.072
H -1.39 8.62 4.09  0.074
H -2.35 8.28 2.65  0.072
H 0.53 7.34 3.10  0.097
H 0.06 8.68 2.05  0.109
H -1.14 7.11 0.84  0.080
C 5.00 -0.05 4.51  -0.089
C 5.56 -0.82 3.33  -0.309
O 6.12 0.05 2.33  -0.093
H 4.23 0.65 4.17  0.071
H 4.56 -0.72 5.24  0.075
H 5.79 0.53 5.00  0.071
H 4.77 -1.38 2.83  0.113
H 6.32 -1.53 3.66  0.108
H 6.83 0.55 2.74  0.083

E_HOMO (alpha / beta), eV: -7.987 / -9.222
E_LUMO (alpha / beta), eV: 0.586 / 0.586
Spin multiplicity: 2
Molar mass, g mol⁻¹: 586.87
Frontier orbital gap (alpha / beta), eV: 8.57 / 9.81



Among the records above, which one has the highest molar mass? C13H15F5N3O3PSSe3Te2Ti



Which value of molar mass does entry 1 give? 959.26 g mol⁻¹



What is the molar mass in the first record? 959.26 g mol⁻¹



What is the formula in the second record? C5H9NO